Computed, not measured: one molecule with the formula C2H4Cl2FN in a non-equilibrium geometry, with ωB97M-V with the def2-TZVPD basis set.

Each line ends with the Mulliken charge.
Geometry (Å):
C: 0.170102 -0.289856 -0.614497  -0.705
C: 0.080240 -0.466953 0.891317  0.579
H: 0.478745 1.599577 0.014859  0.344
H: -0.930596 1.290009 -1.380518  0.256
H: 1.056646 -0.700129 -1.044955  0.298
H: -0.604235 -0.872998 -1.218510  0.352
N: 0.034131 1.070148 -0.958246  -0.570
F: 0.762416 0.616258 1.420477  -0.251
Cl: -1.674780 -0.201552 1.387857  -0.172
Cl: 0.627330 -2.044504 1.502215  -0.131

Cartesian forces (eV/Å) of the 2 atoms listed first:
C -1.76 -1.63 -1.85
C -1.39 0.26 0.00

Properties
- SMILES = NCC(F)(Cl)Cl
- strongest force on any atom (eV/A) = 5.17
- E (eV) = -31390.073
- net charge = 0